Computed, not measured: a 2-piece molecular cluster, C4H12NO2 overall, with ωB97M-V/def2-TZVPD.

```
! wB97M-V def2-TZVPD RIJCOSX def2/J DEFGRID3
* xyz -1 1
C 1.21466 1.88718 -1.05386
N 0.69610 0.57010 -1.37773
C -0.78774 0.55329 -1.26439
C -1.31145 -0.80325 -0.87995
C -0.62617 -1.51072 0.42023
O 0.63321 -1.00252 0.71827
H 0.60296 2.56010 -1.65852
H 1.00096 2.16274 0.00406
H 2.29764 1.99991 -1.20089
H 1.01932 -0.27186 -0.90851
H -1.25514 1.23760 -0.46696
H -1.25270 0.97789 -2.23238
H -1.13430 -1.40239 -1.85226
H -2.43347 -0.84862 -0.78732
H -0.78631 -2.66786 0.33638
H -1.29786 -1.07287 1.32296
H 0.61763 -0.45378 1.99402
H 0.59695 0.81083 3.19211
O 0.14377 0.02984 2.85287
*
```

Maximum force, eV/A: 3.18
Energy above the lowest of the compared OMol25 structures with the same formula, charge and spin, eV: 1.538
Frontier orbital gap, Eh: 0.281
E_HOMO, eV: -3.46
Electronic energy, Eh: -364.79900

Computed, not measured: C4HF5 in the gas phase, with ωB97M-V/def2-TZVPD.

```
! wB97M-V def2-TZVPD RIJCOSX def2/J DEFGRID3
* xyz 0 1
F 0.54350 0.80001 -2.27311
C 0.93856 0.83351 -1.04709
F 2.02018 1.60293 -0.90860
C 0.26377 0.18500 -0.09028
C 0.46657 -0.00823 1.38303
F -0.47731 -0.81830 1.95941
C 1.35383 0.65667 2.14812
F 2.36400 1.46259 1.77319
F 1.49394 0.32941 3.39229
H -0.53191 -0.33379 -0.43242
*
```

Maximum force, eV/A: 3.37
Energy above the lowest of the compared OMol25 structures with the same formula, charge and spin, eV: 0.000
Frontier orbital gap, Eh: 0.362
E_HOMO, eV: -9.14
Electronic energy, Eh: -652.27566

Computed, not measured: C7H9NOS in the gas phase, with ωB97M-V/def2-TZVPD.

```
! wB97M-V def2-TZVPD RIJCOSX def2/J DEFGRID3
* xyz 0 3
C -1.42178 -2.17126 -1.17770
C 0.37105 -1.07872 -0.53129
C -1.19215 -0.25015 0.62641
C 1.68085 -0.45192 -0.46774
C -0.73000 1.17508 0.98287
C 1.42181 1.00057 -0.25234
C 0.79471 1.32163 1.14051
N -0.13683 -1.90582 -1.33604
O -3.48880 -1.37641 0.24968
S -2.28021 -0.96131 -0.38369
H -2.11356 -2.90069 -1.73182
H 2.20588 -0.85054 0.41744
H 2.02604 -0.75302 -1.47298
H -1.04847 1.85131 0.14394
H -1.25325 1.51741 1.84637
H 2.37282 1.61416 -0.20371
H 0.66864 1.34519 -1.03963
H 0.99549 2.36926 1.36246
H 1.12775 0.50524 1.82725
*
```

Maximum force, eV/A: 5.32
Energy above the lowest of the compared OMol25 structures with the same formula, charge and spin, eV: 1.669
Frontier orbital gap (alpha / beta), Eh: 0.290 / 0.260
E_HOMO (alpha / beta), eV: -7.11 / -8.74
Electronic energy, Eh: -800.04381

Computed, not measured: a 4-piece molecular cluster, C4H16N8O4 overall, with ωB97M-V/def2-TZVPD.

```
! wB97M-V def2-TZVPD RIJCOSX def2/J DEFGRID3
* xyz 0 1
N 0.77126 -1.55384 -2.57545
C 1.87947 -1.96775 -1.98175
N 1.86618 -1.48077 -0.78986
O 2.80995 -2.54346 -2.47264
H 0.64752 -1.86858 -3.52716
H 0.54872 -0.58704 -2.38609
H 2.61594 -1.59570 -0.12298
H 1.01532 -0.97030 -0.60130
N 2.51350 2.22588 -1.07068
C 1.18683 2.22757 -1.11407
N 0.78301 2.27240 0.13032
O 0.44825 2.13825 -2.09128
H 3.03269 2.33673 -1.92988
H 2.89723 2.70257 -0.26717
H 1.55506 2.28208 0.78142
H -0.12939 1.97880 0.44880
N -2.13063 -0.16100 -0.68449
C -1.85250 -1.42140 -0.42056
N -2.53292 -2.19144 -1.22869
O -1.10951 -1.74382 0.45868
H -2.87208 -0.04588 -1.36059
H -1.96747 0.37770 0.15413
H -2.00362 -3.04518 -1.12344
H -2.66120 -1.84674 -2.16934
N -1.21118 -0.52724 3.13510
C -1.03208 0.78042 2.85653
N -0.50842 1.50579 3.77290
O -1.45759 1.14205 1.75731
H -1.30594 -1.09546 2.30549
H -0.77702 -0.89440 3.96984
H -0.45152 1.11003 4.70039
H -0.56784 2.45975 3.44651
*
```

Maximum force, eV/A: 5.65
Energy above the lowest of the compared OMol25 structures with the same formula, charge and spin, eV: 2.216
Frontier orbital gap, Eh: 0.351
E_HOMO, eV: -9.18
Electronic energy, Eh: -901.12056

Computed, not measured: a 2-piece molecular cluster, C5H14NO overall, with ωB97M-V/def2-TZVPD.

```
! wB97M-V def2-TZVPD RIJCOSX def2/J DEFGRID3
* xyz 1 1
C 2.17397 0.59648 0.35645
C 0.69540 0.38098 0.06512
C 0.00677 -0.71106 0.84491
C 0.27911 -2.08336 0.19197
C 1.07675 -2.36275 -0.90049
N -0.27346 1.69042 -0.02664
H 2.40332 1.74863 0.29710
H 2.78975 0.10794 -0.41501
H 2.27098 -0.04052 1.19361
H 0.76851 0.22732 -1.00544
H 0.18187 -0.64428 1.87762
H -1.12977 -0.62059 0.79617
H -0.13002 -2.95887 0.70471
H 1.00998 -3.35282 -1.31309
H 2.12053 -1.85722 -0.88047
H -1.25488 1.55587 -0.18275
H -0.00756 2.14710 0.83408
H -0.00821 2.34633 -0.81062
H -3.84620 0.87345 -0.11977
H -3.47025 1.70936 -1.23664
O -3.14698 1.50045 -0.36260
*
```

Maximum force, eV/A: 3.73
Energy above the lowest of the compared OMol25 structures with the same formula, charge and spin, eV: 3.198
Frontier orbital gap, Eh: 0.350
E_HOMO, eV: -12.73
Electronic energy, Eh: -328.56872

Computed, not measured: C4H4N2S in the gas phase, with ωB97M-V/def2-TZVPD.

```
! wB97M-V def2-TZVPD RIJCOSX def2/J DEFGRID3
* xyz 0 1
C 0.42329 -1.32469 -0.08092
N 1.54246 -0.73349 -0.31671
N 1.51535 0.65105 0.23564
C 0.45952 1.39098 -0.03110
C -0.62856 0.63556 -0.40001
S -2.28414 -0.00986 -0.06806
C -0.71856 -0.55867 0.49902
H 0.49969 -2.32861 -0.35213
H 0.50950 2.41335 0.30050
H -0.66743 0.39927 -1.42271
H -0.65110 -0.53489 1.63648
*
```

Maximum force, eV/A: 5.03
Energy above the lowest of the compared OMol25 structures with the same formula, charge and spin, eV: 5.232
Frontier orbital gap, Eh: 0.339
E_HOMO, eV: -9.30
Electronic energy, Eh: -662.33336